Record 1
21
Properties=species:S:1:pos:R:3:nbo_charge:R:1 method="wB97M-V/def2-TZVPD" total_charge=+1 homo_energy_ev="-10.92 / -10.92"
C 1.455 -2.067 0.319 0.528
C -1.999 -1.961 -0.103 -0.403
C -0.501 -0.142 -0.071 -0.286
C -0.756 -1.561 0.219 -0.036
C -1.678 0.457 -0.639 0.115
C 0.639 0.856 0.323 0.617
C 2.991 0.116 -0.248 0.175
C 0.211 -2.648 0.440 -0.414
N 2.268 -1.182 0.050 -0.482
N 1.937 0.987 -0.070 -0.611
N -1.954 1.758 -1.077 -0.828
N 0.147 1.858 1.042 -0.693
S 4.527 0.481 -0.485 0.168
S -3.049 -0.693 -0.587 0.446
H -2.532 -2.905 0.072 0.264
H -0.038 -3.616 0.806 0.279
H 2.450 1.870 -0.010 0.445
H -2.920 1.873 -1.464 0.426
H -1.121 2.129 -1.628 0.408
H -0.767 1.812 1.531 0.450
H 0.690 2.577 1.581 0.434

Record 2
79
Properties=species:S:1:pos:R:3:lowdin_spin:R:1 method="wB97M-V/def2-TZVPD" total_charge=-1 s_squared=0.772 spin_multiplicity=2 homo_energy_ev="-6.81 / -6.81"
Mg -0.521 -0.334 1.419 0.001
C -1.500 0.991 4.336 0.000
C -0.846 1.970 3.418 0.000
C -0.562 3.329 3.602 0.000
C 0.079 3.719 2.444 0.000
N 0.173 2.652 1.635 0.000
N -0.406 1.583 2.227 0.000
B 0.616 2.474 0.163 0.000
N -0.600 2.084 -0.682 0.000
C -1.429 2.888 -1.370 0.001
C -2.409 2.111 -1.930 0.000
C -2.110 0.803 -1.518 0.001
C -2.844 -0.427 -1.930 0.002
N -1.028 0.793 -0.738 0.001
N 1.699 1.351 0.064 0.000
C 2.982 1.557 -0.278 0.000
C 3.662 0.371 -0.145 0.000
C 2.704 -0.543 0.308 0.000
C 2.983 -1.966 0.678 0.000
N 1.514 0.052 0.427 0.000
N 1.225 3.755 -0.428 0.000
C 1.408 3.992 -1.749 0.000
C 2.262 5.058 -1.874 0.000
C 2.561 5.428 -0.544 0.000
C 3.438 6.540 -0.063 0.000
N 1.946 4.632 0.314 0.000
H -1.887 1.494 5.221 0.000
H -2.330 0.488 3.835 0.000
H -0.780 0.232 4.651 0.000
H -0.783 3.936 4.463 0.000
H 0.501 4.661 2.145 0.000
H -1.259 3.950 -1.410 0.000
H -3.225 2.426 -2.557 0.000
H -3.909 -0.215 -2.019 0.000
H -2.498 -0.764 -2.910 0.000
H -2.733 -1.223 -1.202 0.001
H 3.333 2.533 -0.567 0.000
H 4.706 0.184 -0.330 0.000
H 4.017 -2.200 0.426 0.000
H 2.849 -2.120 1.748 0.000
H 2.374 -2.697 0.139 0.000
H 0.926 3.382 -2.494 0.000
H 2.610 5.518 -2.784 0.000
H 3.852 7.094 -0.905 0.000
H 2.878 7.236 0.561 0.000
H 4.266 6.154 0.532 0.000
O -2.267 -5.874 3.874 0.000
C -1.843 -4.686 3.376 0.000
C -0.583 -4.170 3.664 0.000
C -0.241 -2.952 3.110 0.000
N -1.066 -2.292 2.308 0.001
C -2.292 -2.754 2.078 0.000
C -2.729 -3.964 2.576 0.000
C -3.145 -1.770 1.278 0.000
O -4.238 -2.145 0.870 0.000
O -2.569 -0.646 1.119 0.002
C 1.054 -2.190 3.395 0.000
O 1.933 -2.774 4.029 0.000
O 1.047 -1.026 2.899 0.000
H -1.570 -6.253 4.421 0.000
H 0.126 -4.670 4.312 0.000
H -3.731 -4.312 2.371 0.000
N -0.212 -2.696 -0.561 0.228
C -0.295 -2.576 -1.882 0.142
C -1.230 -3.366 -2.615 0.085
C -1.252 -3.284 -3.968 0.033
C -0.367 -2.408 -4.646 0.246
C 0.519 -1.590 -3.922 0.027
C 0.567 -1.661 -2.562 0.119
S -0.427 -2.365 -6.430 -0.010
O 0.687 -1.528 -6.816 0.004
O -0.308 -3.770 -6.771 0.040
O -1.745 -1.796 -6.648 0.065
H -0.820 -3.315 -0.046 0.005
H 0.538 -2.248 -0.054 0.005
H -1.898 -4.023 -2.071 0.002
H -1.932 -3.880 -4.561 -0.002
H 1.156 -0.918 -4.482 -0.002
H 1.225 -1.034 -1.972 0.003

Record 3
25
Properties=species:S:1:pos:R:3:nbo_charge:R:1 method="wB97M-V/def2-TZVPD" total_charge=0 smiles="C=C=C(CC)[C@@H](CC)NN=S" homo_energy_ev=-8.05
C -1.057 -2.716 -0.123 -0.480
C -0.779 -1.469 0.090 0.125
C -0.688 -0.158 0.297 -0.101
C -1.410 0.496 1.417 -0.434
C -1.347 -0.239 2.763 -0.599
C 0.161 0.730 -0.731 -0.059
C 1.696 0.471 -0.451 -0.403
C 2.477 1.821 -0.564 -0.621
N -0.112 0.334 -2.115 -0.373
N -0.407 -0.938 -2.418 -0.316
S -0.324 -1.391 -3.912 0.122
H -0.490 -3.490 0.355 0.218
H -1.797 -2.930 -0.835 0.224
H -2.424 0.523 1.194 0.215
H -1.145 1.498 1.611 0.207
H -2.406 -0.360 3.148 0.207
H -0.691 0.187 3.479 0.208
H -1.156 -1.304 2.583 0.219
H -0.088 1.781 -0.573 0.216
H 2.081 -0.103 -1.266 0.208
H 2.039 -0.060 0.410 0.218
H 2.195 2.382 -1.455 0.205
H 3.588 1.757 -0.509 0.215
H 2.222 2.185 0.441 0.206
H -0.139 0.994 -2.835 0.372

Record 4
24
Properties=species:S:1:pos:R:3:nbo_charge:R:1 method="wB97M-V/def2-TZVPD" total_charge=0 smiles="Cc1ccccc1.CC(N)=O" homo_energy_ev=-9.00
C -2.809 -1.237 2.220 -0.627
C -2.062 -1.151 0.912 0.000
C -0.703 -0.856 0.887 -0.228
C -0.102 -0.560 -0.329 -0.198
C -0.788 -0.685 -1.549 -0.232
C -2.076 -1.161 -1.520 -0.202
C -2.713 -1.356 -0.293 -0.225
H -3.043 -0.228 2.588 0.219
H -2.209 -1.720 2.981 0.219
H -3.754 -1.752 2.079 0.213
H -0.015 -0.897 1.730 0.221
H 0.957 -0.345 -0.401 0.211
H -0.207 -0.369 -2.395 0.209
H -2.586 -1.400 -2.440 0.211
H -3.780 -1.565 -0.282 0.208
C 2.478 2.459 0.192 -0.725
C 3.160 1.182 -0.192 0.667
N 3.318 1.003 -1.533 -0.832
O 3.506 0.353 0.623 -0.607
H 1.419 2.427 -0.083 0.238
H 2.825 3.356 -0.357 0.221
H 2.547 2.715 1.236 0.243
H 3.627 0.106 -1.866 0.404
H 3.008 1.679 -2.208 0.393

Record 5
9
Properties=species:S:1:pos:R:3:nbo_charge:R:1 method="wB97M-V/def2-TZVPD" total_charge=0 homo_energy_ev="-8.95 / -8.12"
C -1.540 0.514 -0.090 -0.434
C 1.110 0.174 0.455 -0.744
S -1.626 2.062 -0.024 0.232
S -3.742 -1.143 0.226 -0.303
S -0.479 -0.734 -0.075 0.450
H 0.892 1.179 0.836 0.234
H 1.813 0.328 -0.391 0.228
H 1.745 -0.267 1.135 0.229
H -4.073 -1.417 1.490 0.109

Record 6
24
Properties=species:S:1:pos:R:3:nbo_charge:R:1 method="wB97M-V/def2-TZVPD" total_charge=+1 homo_energy_ev="-9.91 / -8.76"
C 1.845 -4.135 -1.197 -0.453
C 3.386 -1.106 -0.159 -0.398
C 1.290 -3.091 -0.550 -0.018
C 0.147 0.499 0.145 0.036
C -0.465 1.623 0.702 0.111
C 2.257 -0.485 -0.154 0.438
C -2.475 2.755 1.217 -0.025
N 1.447 0.382 0.285 -0.386
N -1.698 1.959 0.454 -0.514
N 1.015 -1.996 -1.226 -0.721
N -3.815 3.118 0.426 -0.699
H 2.416 -4.882 -0.825 0.195
H 1.695 -4.239 -2.228 0.182
H 3.433 -2.095 -0.405 0.251
H 4.361 -0.581 0.070 0.255
H 1.173 -3.161 0.460 0.184
H -0.532 -0.243 -0.438 0.254
H 0.350 2.111 1.383 0.199
H -1.935 3.740 1.479 0.210
H -3.027 2.240 1.970 0.208
H 1.265 -1.949 -2.204 0.360
H -3.457 3.812 -0.196 0.439
H -4.583 3.485 0.999 0.442
H -4.093 2.238 -0.009 0.451

Record 7
25
Properties=species:S:1:pos:R:3:nbo_charge:R:1 method="wB97M-V/def2-TZVPD" total_charge=-1 homo_energy_ev="-2.14 / -2.54"
C -1.330 -2.184 -0.143 -0.396
C -0.401 -2.318 1.124 -0.387
C -0.844 -1.233 -1.223 -0.402
C 0.129 -0.993 1.602 -0.434
C -0.455 0.062 -0.599 -0.443
C 0.598 -0.244 0.459 -0.075
C 0.712 3.564 -1.134 -0.751
N 1.123 1.042 0.942 0.342
O 0.410 1.708 1.734 -0.576
O 2.119 1.574 0.284 -0.472
S 1.928 2.352 -1.809 -0.280
H -1.385 -3.156 -0.578 0.189
H -2.317 -1.985 0.278 0.190
H -1.073 -2.691 1.965 0.191
H 0.308 -3.069 0.892 0.190
H 0.101 -1.639 -1.681 0.194
H -1.560 -1.098 -2.015 0.204
H -0.709 -0.342 2.053 0.232
H 1.024 -1.187 2.210 0.214
H -0.107 0.802 -1.287 0.262
H -1.271 0.614 -0.019 0.199
H 1.546 -0.817 0.037 0.203
H -0.142 3.597 -1.842 0.180
H 1.181 4.511 -1.092 0.189
H 0.415 3.129 -0.158 0.237

Record 8
72
Properties=species:S:1:pos:R:3:mulliken_charge:R:1 method="wB97M-V/def2-TZVPD" total_charge=0 homo_energy_ev="-7.55 / -7.55"
W -1.546 0.004 -0.184 -0.376
O -1.702 2.881 4.914 -0.573
C -1.798 1.578 5.139 0.474
O -2.082 1.123 6.215 -0.598
C -1.539 0.668 3.986 0.301
C -1.645 -0.713 4.069 -0.851
N -1.414 -1.216 2.855 0.097
N -1.138 -0.242 1.978 1.079
C -1.222 0.906 2.647 -0.496
C -1.036 2.126 1.803 1.309
O -1.096 3.236 2.303 -0.873
O -0.814 1.828 0.565 -0.617
H -1.454 3.084 3.979 0.401
H -1.863 -1.334 4.920 0.542
H -1.410 -2.191 2.545 -0.228
Se -3.439 -1.820 0.001 -0.031
Te -3.941 -3.907 1.110 -0.133
Te -0.567 -4.040 1.015 -0.341
Se -0.933 -2.375 -0.674 -0.104
C 0.324 -1.698 -4.088 -0.702
Si -1.123 -0.575 -4.370 0.440
C -0.750 0.776 -5.587 -1.084
C -2.772 -1.405 -4.573 -1.013
Se -1.466 0.742 -2.426 -0.090
H 0.546 -2.262 -4.999 0.533
H 0.132 -2.414 -3.292 0.076
H 1.206 -1.109 -3.829 0.156
H -0.738 0.401 -6.613 0.364
H 0.225 1.214 -5.367 0.309
H -1.498 1.567 -5.525 0.347
H -2.938 -1.734 -5.602 0.379
H -3.573 -0.716 -4.303 0.341
H -2.842 -2.276 -3.918 0.275
C 5.222 -0.934 2.609 -1.489
C 3.722 -0.730 2.441 0.008
C 3.375 0.616 1.812 -1.052
C 1.871 0.782 1.571 -0.464
Ge 1.222 0.003 -0.127 0.956
C 2.203 -1.616 -0.690 -0.610
C 3.672 -1.372 -1.042 -0.183
C 4.306 -2.582 -1.729 -0.675
C 4.319 -3.826 -0.843 -1.056
H 5.448 -1.902 3.058 0.356
H 5.651 -0.160 3.248 0.433
H 5.736 -0.885 1.646 0.281
H 3.230 -0.792 3.417 0.495
H 3.298 -1.541 1.842 0.005
H 3.941 0.752 0.885 0.356
H 3.717 1.410 2.484 0.523
H 1.608 1.839 1.513 0.425
H 1.336 0.364 2.425 0.136
H 1.549 1.046 -1.220 -0.093
H 1.702 -1.984 -1.591 0.190
H 2.092 -2.405 0.054 0.423
H 4.249 -1.146 -0.144 -0.241
H 3.759 -0.496 -1.693 0.357
H 5.328 -2.331 -2.027 0.423
H 3.758 -2.795 -2.653 0.260
H 4.637 -3.574 0.172 0.206
H 5.004 -4.582 -1.227 0.391
H 3.329 -4.281 -0.773 0.241
Se -3.788 1.077 0.421 0.169
C -4.370 2.914 0.290 0.502
C -5.444 3.113 -0.569 -0.610
C -5.984 4.385 -0.669 -0.372
N -5.529 5.438 0.006 -0.602
C -4.502 5.228 0.823 -0.502
C -3.885 3.996 1.003 -0.078
H -5.861 2.295 -1.141 0.378
H -6.824 4.565 -1.331 0.350
H -4.141 6.091 1.371 0.375
H -3.052 3.910 1.682 0.476

In order of appearance, energy above the lowest of the compared OMol25 structures with the same formula, charge and spin = 74.73; 9.19; 118.88; 5.25; 67.37; 204.67; 0.00; 68.56 kcal per mole.